(1)
A molecular structure, C4H2INS in a non-equilibrium geometry. Source: the OMol25 dataset; level of theory: ωB97M-V/def2-TZVPD.

The calculation puts the HOMO energy (alpha / beta) at -8.3 / -8.6 eV. The total energy is -904.0545 Ha. The calculation puts the HOMO-LUMO gap (alpha / beta) at 6.4 / 6.5 eV. The energy relative to the best compared isomer or geometry (same formula, charge and spin) is 56.2 kcal per mole. The LUMO energy (alpha / beta) is -0.071 / -0.078 Eh.

Structure (ORCA input):
```
! RIJCOSX wB97M-V def2-TZVPD def2/J DEFGRID3
* xyz 0 1
C 0.09656 -0.96963 -2.40226
C -0.16364 -0.11720 -1.58447
C 0.14618 -0.25832 2.70945
C -0.30798 0.98987 -0.79281
N 1.08025 0.35112 2.27363
S -1.07718 -1.17682 3.11373
I 1.23905 1.51694 0.34732
H 0.22878 -1.96398 -2.69602
H -1.24203 1.62802 -0.96857
*
```


(2)
2 unconnected molecules or ions with the total composition C4H2INS in a non-equilibrium geometry. Source: the OMol25 dataset; level of theory: ωB97M-V/def2-TZVPD.

The calculation puts the HOMO energy (alpha / beta) at -9.0 / -9.0 eV. The total energy is -903.9724 Ha. The calculation puts the HOMO-LUMO gap (alpha / beta) at 6.5 / 6.5 eV. The energy relative to the best compared isomer or geometry (same formula, charge and spin) is 107.8 kcal per mole. The LUMO energy (alpha / beta) is -0.090 / -0.090 Eh.

Structure (ORCA input):
```
! RIJCOSX wB97M-V def2-TZVPD def2/J DEFGRID3
* xyz 0 1
C -1.01678 -0.26645 1.03648
C -1.93953 0.17803 1.74133
C 0.58574 1.35927 -1.25292
C 1.28498 -0.93006 -0.08241
N -0.21774 1.73153 -1.98513
S 1.70457 0.70397 -0.21617
I 0.37033 -2.14346 -1.50637
H 1.88216 -1.56485 0.44616
H -2.65373 0.93203 1.81903
*
```


(3)
A molecular structure, C4H2LuO2 in a non-equilibrium geometry. Source: the OMol25 dataset; level of theory: ωB97M-V/def2-TZVPD.

The calculation puts the HOMO energy (alpha / beta) at -24.4 / -20.7 eV. The total energy is -1538.1509 Ha. The calculation puts the HOMO-LUMO gap (alpha / beta) at 10.3 / 4.4 eV. The energy relative to the best compared isomer or geometry (same formula, charge and spin) is 0.0 kcal per mole. The LUMO energy (alpha / beta) is -0.516 / -0.596 Eh.

Structure (ORCA input):
```
! RIJCOSX wB97M-V def2-TZVPD def2/J DEFGRID3
* xyz 3 1
H -2.95114 -0.28250 -1.27824
O -3.26773 0.86196 0.39044
C -2.60262 0.14359 -0.30897
C -1.15132 0.05418 -0.17832
C 0.03362 -0.14554 0.00643
C 1.39464 -0.40083 0.32325
O 2.29558 0.36324 -0.02303
Lu 4.64145 0.70342 0.14102
H 1.60753 -1.29752 0.92742
*
```


(4)
A molecular structure, C4H2N2O in a non-equilibrium geometry. Source: the OMol25 dataset; level of theory: ωB97M-V/def2-TZVPD.

The calculation puts the HOMO energy at -10.2 eV. The total energy is -338.2807 Ha. The calculation puts the HOMO-LUMO gap at 9.7 eV. The energy relative to the best compared isomer or geometry (same formula, charge and spin) is 38.1 kcal per mole. The LUMO energy is -0.015 Eh.

Structure (ORCA input):
```
! RIJCOSX wB97M-V def2-TZVPD def2/J DEFGRID3
* xyz 0 1
C -1.69910 0.03742 -0.02178
C -0.34192 0.19249 -0.15319
C 0.68349 1.13840 -0.21485
C 1.57260 -0.64543 0.06548
H 0.72083 2.20214 0.01498
H 2.20610 -1.68828 0.39862
N -2.86697 0.00284 0.19512
N 1.90658 0.53052 0.24211
O 0.31318 -1.07308 -0.19103
*
```


(5)
A molecular structure, C4H2N2S2 in a non-equilibrium geometry. Source: the OMol25 dataset; level of theory: ωB97M-V/def2-TZVPD.

The calculation puts the HOMO energy at -9.6 eV. The total energy is -1059.3047 Ha. The calculation puts the HOMO-LUMO gap at 8.4 eV. The energy relative to the best compared isomer or geometry (same formula, charge and spin) is 99.9 kcal per mole. The LUMO energy is -0.045 Eh.

Structure (ORCA input):
```
! RIJCOSX wB97M-V def2-TZVPD def2/J DEFGRID3
* xyz 0 1
C -0.48715 -1.00445 0.12547
C 0.56608 0.22113 0.56620
C -0.00964 1.42014 -0.03086
C 1.80809 -0.18381 0.09013
H -2.37164 0.70161 -0.42523
H 0.52830 0.32803 1.57419
N -0.68232 2.31090 -0.53553
N 2.81379 -0.52237 -0.84132
S -2.20465 -0.79159 -0.32682
S 0.03915 -2.47958 -0.19622
*
```


(6)
A single C4H2O2 molecule in a non-equilibrium geometry. Source: the OMol25 dataset; level of theory: ωB97M-V/def2-TZVPD.

The calculation puts the HOMO energy at -9.0 eV. The total energy is -303.9569 Ha. The calculation puts the HOMO-LUMO gap at 7.5 eV. The energy relative to the best compared isomer or geometry (same formula, charge and spin) is 33.2 kcal per mole. The LUMO energy is -0.057 Eh.

Structure (ORCA input):
```
! RIJCOSX wB97M-V def2-TZVPD def2/J DEFGRID3
* xyz 0 1
C 0.46567 -0.64032 -0.00029
C 0.92439 0.60132 0.00071
C -1.03085 -0.53812 -0.00061
C -1.29364 0.99834 -0.00042
O -0.14317 1.53868 0.00015
O -1.83407 -1.42592 0.00050
H 1.00418 -1.56406 -0.00016
H 1.90750 1.03007 0.00013
*
```


(7)
A molecular structure, C4H2O2 in a non-equilibrium geometry. Source: the OMol25 dataset; level of theory: ωB97M-V/def2-TZVPD.

The calculation puts the HOMO energy at -11.1 eV. The total energy is -303.9335 Ha. The calculation puts the HOMO-LUMO gap at 10.4 eV. The energy relative to the best compared isomer or geometry (same formula, charge and spin) is 47.9 kcal per mole. The LUMO energy is -0.024 Eh.

Structure (ORCA input):
```
! RIJCOSX wB97M-V def2-TZVPD def2/J DEFGRID3
* xyz 0 1
O 1.75396 0.37808 -0.00673
C 1.10580 0.09897 -0.98033
C -0.37291 0.52613 -1.34912
C -0.81176 0.06306 -0.29224
C -1.01138 -0.14404 1.11738
O -2.10022 -0.27154 1.61339
H 1.48851 -0.53843 -1.77795
H -0.05201 -0.11223 1.67560
*
```


(8)
A single C4H2O2S2 molecule in a non-equilibrium geometry. Source: the OMol25 dataset; level of theory: ωB97M-V/def2-TZVPD.

The calculation puts the HOMO energy (alpha / beta) at -9.1 / -9.1 eV. The total energy is -1100.2481 Ha. The calculation puts the HOMO-LUMO gap (alpha / beta) at 6.7 / 6.7 eV. The energy relative to the best compared isomer or geometry (same formula, charge and spin) is 110.4 kcal per mole. The LUMO energy (alpha / beta) is -0.088 / -0.089 Eh.

Structure (ORCA input):
```
! RIJCOSX wB97M-V def2-TZVPD def2/J DEFGRID3
* xyz 0 1
C -0.38324 1.79515 0.26182
C 0.13515 0.71872 0.03431
C 1.11105 -1.71897 -0.03112
C 0.68963 -0.43784 0.06748
O 2.50124 -2.10371 3.33660
O 1.98973 -2.40699 0.64398
S 2.94798 0.09025 1.46047
S 3.00881 -1.92883 1.99763
H -0.66932 2.72037 0.68593
H 0.77185 -2.30115 -0.87551
*
```


Copy entry 7 word for word.
A molecular structure, C4H2O2 in a non-equilibrium geometry. Source: the OMol25 dataset; level of theory: ωB97M-V/def2-TZVPD.

The calculation puts the HOMO energy at -11.1 eV. The total energy is -303.9335 Ha. The calculation puts the HOMO-LUMO gap at 10.4 eV. The energy relative to the best compared isomer or geometry (same formula, charge and spin) is 47.9 kcal per mole. The LUMO energy is -0.024 Eh.

Structure (ORCA input):
```
! RIJCOSX wB97M-V def2-TZVPD def2/J DEFGRID3
* xyz 0 1
O 1.75396 0.37808 -0.00673
C 1.10580 0.09897 -0.98033
C -0.37291 0.52613 -1.34912
C -0.81176 0.06306 -0.29224
C -1.01138 -0.14404 1.11738
O -2.10022 -0.27154 1.61339
H 1.48851 -0.53843 -1.77795
H -0.05201 -0.11223 1.67560
*
```